# 1
C30H56N2OPSi | the ωB97M-V functional and the def2-TZVPD basis

```
! RIJCOSX wB97M-V def2-TZVPD def2/J DEFGRID3
* xyz 1 1
C 3.22 -5.36 2.16
C 2.88 -3.87 2.75
O 2.68 -2.83 1.74
C 1.60 -3.16 0.80
C 0.13 -3.45 1.54
C -0.52 -4.94 1.46
N -1.82 -5.37 2.08
C -2.43 -4.20 2.80
C -3.87 -4.49 3.59
Si -4.64 -6.27 3.49
C -6.43 -6.37 4.25
C -4.75 -6.99 1.71
C -3.52 -7.44 4.55
C -4.66 -3.33 4.45
C -4.06 -1.79 4.52
C -2.63 -1.51 3.71
C -1.82 -2.69 2.87
N -0.52 -2.29 2.22
H 2.42 -5.79 1.41
H 3.20 -6.11 3.09
H 4.31 -5.46 1.71
H 2.01 -3.99 3.53
H 3.84 -3.54 3.38
H 1.88 -4.00 0.01
H 1.42 -2.17 0.14
H 0.09 -5.77 0.86
H -6.40 -5.73 5.23
H -6.69 -7.49 4.54
H -7.20 -5.99 3.44
H -3.66 -7.25 1.32
H -5.44 -7.96 1.74
H -5.24 -6.24 0.91
H -2.81 -8.09 3.88
H -2.82 -6.84 5.30
H -4.15 -8.17 5.24
H -5.67 -3.57 5.00
H -4.60 -0.93 5.13
H -2.25 -0.38 3.77
C -0.47 4.89 -5.60
C -0.55 3.54 -4.92
C -1.15 3.61 -3.51
C -0.21 4.15 -2.42
P 1.04 3.08 -1.77
C 0.21 1.52 -1.33
C -1.03 1.51 -0.45
C -0.86 1.79 1.05
C 0.24 0.99 1.73
C 1.66 3.71 -0.23
C 2.40 5.03 -0.11
C 3.83 5.07 -0.63
C 4.71 3.90 -0.23
C 2.28 2.51 -2.90
C 3.36 3.34 -3.59
C 2.96 4.69 -4.18
C 2.94 4.70 -5.69
H 0.11 5.61 -5.02
H 0.00 4.79 -6.58
H -1.47 5.31 -5.76
H 0.43 3.07 -4.90
H -1.18 2.88 -5.53
H -1.49 2.61 -3.23
H -2.05 4.24 -3.55
H -0.86 4.40 -1.57
H 0.21 5.11 -2.73
H 0.97 0.84 -0.93
H -0.08 1.07 -2.29
H -1.48 0.51 -0.54
H -1.77 2.21 -0.85
H -1.81 1.56 1.55
H -0.71 2.86 1.22
H -0.02 -0.07 1.76
H 0.36 1.34 2.76
H 1.20 1.10 1.23
H 2.21 2.92 0.29
H 0.77 3.88 0.37
H 2.44 5.29 0.96
H 1.82 5.82 -0.60
H 4.31 6.00 -0.28
H 3.80 5.16 -1.71
H 4.91 3.92 0.85
H 5.67 3.95 -0.76
H 4.26 2.93 -0.48
H 1.75 1.95 -3.69
H 2.82 1.73 -2.36
H 3.80 2.72 -4.38
H 4.18 3.49 -2.89
H 3.69 5.45 -3.87
H 2.00 5.02 -3.79
H 3.95 4.57 -6.10
H 2.55 5.66 -6.06
H 2.32 3.90 -6.09
*
```

## Properties
HOMO-LUMO gap   6.97 eV
HOMO   -10.000 eV

# 2
C30H57ClNO4 | the ωB97M-V functional and the def2-TZVPD basis

```
! RIJCOSX wB97M-V def2-TZVPD def2/J DEFGRID3
* xyz 1 1
C 0.28 0.94 6.18
O -0.68 0.66 5.19
C -0.88 -0.73 5.00
C 0.12 -1.35 4.02
C 0.35 -2.82 4.30
C 1.05 -3.56 3.15
C 0.09 -3.99 2.02
C 0.17 -3.10 0.78
C -0.50 -3.72 -0.45
C -0.07 -3.06 -1.76
C -0.08 -1.53 -1.74
C 0.01 -0.93 -3.15
C -1.27 -0.21 -3.69
C -1.03 1.29 -3.82
O -0.52 1.50 -5.13
C 0.42 2.54 -5.26
C 1.88 2.07 -5.09
C 2.12 0.60 -5.34
C 3.05 -0.09 -4.54
C 3.31 -1.45 -4.71
C 2.63 -2.17 -5.70
C 2.87 -3.65 -5.87
C 1.71 -1.48 -6.51
C 1.47 -0.12 -6.34
O -2.41 -0.38 -2.88
C -3.08 -1.61 -3.06
C -3.80 -1.76 -4.41
C -3.45 -3.09 -5.08
C -2.10 -3.06 -5.77
Cl -4.72 -3.57 -6.24
H 1.27 0.58 5.87
H 0.32 2.01 6.32
H 0.01 0.48 7.13
H -1.89 -0.84 4.60
H -0.81 -1.25 5.95
H -0.25 -1.19 3.00
H 1.05 -0.80 4.09
H 0.97 -2.88 5.19
H -0.60 -3.32 4.51
H 1.60 -4.40 3.55
H 1.80 -2.88 2.74
H 0.35 -5.00 1.70
H -0.93 -4.00 2.41
H -0.31 -2.14 0.98
H 1.22 -2.90 0.56
H -1.58 -3.63 -0.34
H -0.23 -4.77 -0.46
H 0.95 -3.38 -1.98
H -0.68 -3.45 -2.57
H -0.93 -1.13 -1.18
H 0.81 -1.23 -1.20
H 0.81 -0.19 -3.16
H 0.31 -1.70 -3.86
H -1.43 -0.55 -4.71
H -0.34 1.65 -3.06
H -1.98 1.82 -3.72
H 0.22 3.32 -4.53
H 0.29 3.01 -6.24
H 2.21 2.30 -4.08
H 2.52 2.64 -5.76
H 3.58 0.44 -3.76
H 4.02 -1.95 -4.08
H 3.49 -3.87 -6.73
H 3.33 -4.05 -4.97
H 1.92 -4.16 -6.00
H 1.19 -2.05 -7.28
H 0.75 0.38 -6.97
H -3.83 -1.65 -2.27
H -2.40 -2.45 -2.89
H -4.88 -1.74 -4.26
H -3.52 -0.96 -5.09
H -3.42 -3.85 -4.31
H -1.98 -2.18 -6.39
H -1.99 -3.94 -6.40
H -1.31 -3.10 -5.02
C 0.63 7.48 6.85
C -0.61 6.61 6.93
C -0.63 5.61 8.09
O 0.26 4.56 7.84
C 1.55 4.64 8.46
N -0.68 5.75 5.69
H 1.52 6.90 6.59
H 0.51 8.26 6.10
H 0.81 7.96 7.81
H -1.51 7.23 6.94
H -1.63 5.17 8.16
H -0.44 6.11 9.04
H 1.51 5.23 9.38
H 2.29 5.08 7.78
H 1.87 3.63 8.70
H -0.46 6.26 4.84
H -1.60 5.30 5.58
H -0.01 4.98 5.82
*
```

## Properties
HOMO-LUMO gap   6.48 eV
HOMO   -9.791 eV

# 3
C30H57CrF3NO24 | the ωB97M-V functional and the def2-TZVPD basis

```
! RIJCOSX wB97M-V def2-TZVPD def2/J DEFGRID3
* xyz 1 5
Cr 3.08 1.93 -0.90
C -0.20 -0.41 -0.75
C 0.97 -0.43 0.21
C 1.43 -1.84 0.56
O 2.07 0.31 -0.14
H -0.51 0.60 -1.00
H -1.03 -1.06 -0.47
H 0.15 -0.85 -1.69
H 0.63 -0.05 1.20
H 2.19 -1.80 1.35
H 2.02 -2.25 -0.27
H 0.64 -2.53 0.87
C -1.77 0.82 -3.68
C -1.63 1.02 -5.17
O -2.63 1.87 -5.67
C -3.80 1.35 -5.96
O -4.12 0.21 -5.78
C -4.75 2.36 -6.62
F -4.80 3.51 -5.91
F -4.37 2.64 -7.85
F -5.98 1.87 -6.63
H -1.92 1.72 -3.08
H -0.93 0.31 -3.21
H -2.68 0.24 -3.49
H -1.57 0.06 -5.69
H -0.67 1.52 -5.29
C 2.21 -1.16 -3.80
O 3.49 -0.76 -4.29
C 4.22 0.06 -3.64
O 3.90 0.60 -2.61
O 5.27 0.28 -4.37
C 6.35 1.09 -3.86
H 1.79 -1.60 -4.70
H 1.55 -0.36 -3.46
H 2.21 -1.88 -2.99
H 5.95 2.08 -3.63
H 7.11 1.12 -4.63
H 6.77 0.62 -2.98
C -0.57 7.15 1.31
O -0.39 5.74 1.27
C -1.46 4.97 1.38
O -2.57 5.34 1.52
O -1.05 3.72 1.23
C -1.95 2.65 1.47
H -1.06 7.52 0.40
H 0.39 7.65 1.35
H -1.22 7.46 2.12
H -2.97 2.98 1.67
H -1.67 2.06 2.35
H -1.86 1.94 0.65
C 4.19 0.10 2.67
O 5.50 0.19 2.09
C 5.64 0.97 1.07
O 4.77 1.62 0.54
O 6.92 1.00 0.77
C 7.29 1.65 -0.43
H 4.19 -0.79 3.29
H 3.42 0.00 1.90
H 3.96 0.98 3.27
H 7.04 2.70 -0.40
H 6.82 1.22 -1.32
H 8.34 1.46 -0.61
C -1.47 -0.65 3.44
O -2.26 -0.51 4.59
C -3.54 -0.26 4.32
O -3.97 0.08 3.27
O -4.22 -0.54 5.39
C -5.63 -0.36 5.35
H -1.04 0.21 2.94
H -1.89 -1.33 2.71
H -0.59 -1.21 3.78
H -6.07 -0.64 6.30
H -6.08 -0.96 4.56
H -5.85 0.70 5.21
C 3.00 5.66 0.75
O 2.52 5.03 1.94
C 2.20 3.76 1.78
O 2.44 3.03 0.85
O 1.58 3.41 2.88
C 1.09 2.08 3.03
H 2.18 5.92 0.10
H 3.76 5.05 0.27
H 3.42 6.59 1.11
H 1.95 1.52 3.40
H 0.72 1.57 2.14
H 0.30 2.10 3.77
C 3.61 -4.23 2.01
O 3.17 -5.16 3.00
C 2.26 -6.06 2.67
O 1.90 -6.41 1.58
O 1.84 -6.59 3.81
C 0.78 -7.55 3.80
H 4.48 -4.66 1.51
H 3.95 -3.33 2.52
H 2.88 -3.96 1.26
H 0.44 -7.71 4.81
H 1.19 -8.48 3.41
H -0.05 -7.25 3.16
C -3.88 -1.60 0.35
O -4.90 -2.54 0.28
C -6.08 -2.13 -0.20
O -6.37 -0.99 -0.48
O -6.87 -3.19 -0.27
C -8.07 -3.08 -1.03
H -3.95 -1.05 1.30
H -3.90 -0.85 -0.43
H -2.92 -2.10 0.41
H -7.87 -2.45 -1.90
H -8.88 -2.64 -0.45
H -8.39 -4.05 -1.40
C -1.82 -4.13 -1.82
C -1.00 -3.66 -2.92
N -0.34 -3.30 -3.77
H -2.32 -3.26 -1.38
H -1.23 -4.56 -1.02
H -2.57 -4.80 -2.23
*
```

## Properties
HOMO-LUMO gap (spin up / spin down)   7.65 / 8.00 eV
HOMO (spin up / spin down)   -11.529 / -11.664 eV

# 4
C30H58B2N4O13 | the ωB97M-V functional and the def2-TZVPD basis

```
! RIJCOSX wB97M-V def2-TZVPD def2/J DEFGRID3
* xyz 0 1
C 0.91 -2.50 -0.60
C -0.58 -2.36 -0.71
C -1.14 -2.94 -1.97
C -0.68 -2.23 -3.25
C -1.83 -1.74 -4.11
C -2.08 -0.24 -3.95
C -2.94 0.06 -2.74
C -3.17 1.55 -2.56
C -4.46 1.96 -1.90
N -4.50 3.42 -1.92
O -4.64 1.49 -0.54
C -3.60 0.79 0.11
B -3.87 -0.78 0.08
O -4.96 -1.24 -0.60
O -2.98 -1.69 0.59
C -3.55 1.38 1.54
N -3.83 0.44 2.61
C -5.12 0.69 3.25
C -6.28 0.23 2.42
O -2.36 2.16 1.68
C -1.22 1.69 2.22
C -0.09 2.49 1.55
O -0.35 2.53 0.17
C 0.25 3.59 -0.53
C 1.50 3.21 -1.32
C 2.19 1.95 -0.86
C -0.93 0.21 2.15
O -1.45 -0.44 3.30
N -1.03 -1.79 3.29
O -1.56 -2.40 4.11
O -1.26 2.08 3.66
C -0.15 1.90 4.31
N 0.89 1.76 4.95
B -5.77 1.62 -2.74
O -6.93 2.10 -2.19
C -5.85 0.83 -4.09
C -6.42 -0.57 -3.79
H 1.27 -2.03 0.30
H 1.41 -2.05 -1.44
H 1.20 -3.54 -0.55
H -1.03 -2.85 0.13
H -0.83 -1.31 -0.62
H -2.22 -2.94 -1.93
H -0.83 -3.97 -2.01
H -0.12 -2.94 -3.83
H -0.01 -1.43 -3.01
H -1.64 -1.94 -5.15
H -2.72 -2.25 -3.80
H -2.52 0.19 -4.83
H -1.14 0.26 -3.82
H -2.37 -0.31 -1.91
H -3.86 -0.49 -2.83
H -3.15 2.02 -3.53
H -2.33 1.97 -2.02
H -3.62 3.79 -1.61
H -5.23 3.71 -1.29
H -2.61 0.97 -0.29
H -5.74 -0.72 -0.41
H -2.86 -2.43 -0.01
H -4.34 2.10 1.52
H -3.14 0.50 3.34
H -5.11 0.11 4.16
H -5.23 1.73 3.54
H -6.09 -0.74 2.01
H -7.15 0.13 3.05
H -6.54 0.93 1.66
H 0.86 2.02 1.72
H -0.12 3.49 1.97
H 0.46 4.42 0.13
H -0.50 3.95 -1.22
H 2.19 4.04 -1.31
H 1.19 3.05 -2.34
H 1.57 1.09 -0.99
H 3.07 1.80 -1.44
H 2.48 2.03 0.18
H 0.14 0.08 2.16
H -1.30 -0.24 1.25
H -7.48 2.49 -2.86
H -4.92 0.76 -4.63
H -6.57 1.32 -4.73
H -5.65 -1.28 -3.58
H -7.04 -0.91 -4.60
H -7.06 -0.52 -2.93
O 4.52 -0.09 -1.65
C 5.40 -0.55 -0.98
C 6.24 -1.79 -1.26
C 6.86 -2.09 0.11
C 6.92 -0.70 0.73
O 5.79 0.01 0.18
H 6.99 -1.52 -2.01
H 5.62 -2.59 -1.63
H 7.84 -2.57 0.06
H 6.20 -2.72 0.69
H 7.83 -0.16 0.46
H 6.84 -0.73 1.81
O 7.50 -2.07 3.71
C 8.66 -1.82 3.82
C 9.46 -1.77 5.11
C 10.72 -1.01 4.69
C 10.82 -1.37 3.21
O 9.46 -1.55 2.76
H 9.68 -2.79 5.42
H 8.90 -1.26 5.89
H 11.62 -1.27 5.25
H 10.56 0.06 4.79
H 11.36 -2.31 3.05
H 11.29 -0.60 2.61
*
```

## Properties
HOMO-LUMO gap   9.51 eV
SMILES string   CCCCCCCC[C@](N)(O[C@H](B(O)O)[C@@H](NCC)O[C@](COCCC)(CON=O)OC#N)B(O)CC.O=C1CCCO1.O=C1CCCO1
HOMO   -8.954 eV